15
Properties=species:S:1:pos:R:3:mulliken_spin:R:1 method="wB97M-V/def2-TZVPD" total_energy_ev=-7262.21096 total_charge=-1 s2=0.7505 de_lowest_kcal_mol=6.9 homo_energy_ev="1.30 / -5.71" multiplicity=2
N 1.272 0.095 -1.736 -0.054
C 0.215 0.659 -0.861 0.762
C 0.463 0.147 0.549 1.544
N -0.462 0.689 1.547 -0.139
H 2.176 0.389 -1.378 -0.132
H 1.184 0.507 -2.659 -0.012
H 0.164 1.745 -0.920 -0.386
H -0.722 0.252 -1.218 0.113
H 1.517 0.308 0.808 -0.359
H 0.336 -0.938 0.486 0.423
H 0.036 0.607 2.442 -0.490
H -0.411 1.710 1.422 -0.093
H -1.346 -1.791 0.968 -0.035
H -2.200 -2.228 -0.205 -0.097
O -2.219 -2.150 0.756 -0.045